Entry 1:
The following is a quantum chemistry calculation of one molecule with the formula C4H8N2O, from the Open Molecules 2025 dataset.

Last columns: bonded neighbours and bond lengths (Å).
Geometry (Å):
1 C -0.513 -1.880 0.596  H5 1.157, H6 1.079, H7 1.132, N13 1.505
2 C 0.674 -0.180 -0.629  C3 1.491, N13 1.284, N14 1.433
3 C -0.397 0.858 -0.633  C2 1.491, C4 1.556, O15 1.360
4 C -1.001 1.250 0.746  C3 1.556, H10 1.150, H11 1.087, H12 1.225
5 H -0.237 -1.831 1.718  C1 1.157
6 H -1.266 -1.111 0.522  C1 1.079
7 H -0.803 -2.910 0.226  C1 1.132
8 H 1.613 0.802 -2.019  N14 1.199
9 H 2.763 -0.196 -1.021  N14 1.041
10 H -1.240 0.516 1.599  C4 1.150
11 H -1.922 1.827 0.745  C4 1.087
12 H 0.006 1.942 0.832  C4 1.225
13 N 0.637 -1.406 -0.251  C1 1.505, C2 1.284
14 N 1.936 0.429 -0.927  C2 1.433, H8 1.199, H9 1.041
15 O -0.251 1.891 -1.505  C3 1.360

Results
**Energy above the lowest of the compared OMol25 structures with the same formula, charge and spin**: 107.21 kcal/mol


Entry 2:
The following is a quantum chemistry calculation of one molecule with the formula C25H38ClFNO4P, from the Open Molecules 2025 dataset.

Last columns: bonded neighbours and bond lengths (Å).
Geometry (Å):
1 C 1.503 -2.917 2.564  C2 1.192, H34 1.060
2 C 1.171 -1.957 1.941  C1 1.192, C3 1.472
3 C 0.788 -0.729 1.226  C2 1.472, O4 1.433, C7 1.548, H35 1.090
4 O 1.879 0.194 1.328  C3 1.433, C5 1.421
5 C 2.287 0.450 2.666  O4 1.421, C6 1.521, H36 1.090, H37 1.086
6 C 2.915 1.835 2.715  C5 1.521, H38 1.084, H39 1.083, H40 1.089
7 C 0.421 -1.005 -0.252  C3 1.548, C8 1.539, C12 1.541, O16 1.433
8 C 0.033 -2.485 -0.425  C7 1.539, C9 1.529, H41 1.084, H42 1.086
9 C -0.618 -2.796 -1.773  C8 1.529, C10 1.522, H43 1.083, H44 1.085
10 C -0.910 -4.288 -1.855  C9 1.522, F11 1.387, H45 1.089, H46 1.088
11 F -2.232 -4.568 -1.542  C10 1.387
12 C 1.648 -0.670 -1.122  C7 1.541, C13 1.524, H47 1.078, H48 1.088
13 C 2.888 -1.538 -0.943  C12 1.524, C14 1.539, Cl15 1.809, H49 1.082
14 C 4.145 -0.707 -1.258  C13 1.539, H50 1.085, H51 1.081, H52 1.088
15 Cl 2.904 -2.908 -2.124  C13 1.809
16 O -0.621 -0.205 -0.826  C7 1.433, C17 1.408
17 C -1.657 0.345 -0.048  O16 1.408, C18 1.544, C25 1.551, P31 1.935
18 C -1.360 1.701 0.628  C17 1.544, C19 1.531, H53 1.085, H54 1.096
19 C -1.054 2.891 -0.286  C18 1.531, C20 1.532, H55 1.084, H56 1.091
20 C 0.220 2.806 -1.134  C19 1.532, C21 1.526, H57 1.087, H58 1.082
21 C 1.471 3.042 -0.293  C20 1.526, O22 1.468, H59 1.080, H60 1.084
22 O 2.205 4.222 -0.767  C21 1.468, C23 1.343
23 C 3.229 3.890 -1.570  O22 1.343, O24 1.197, H61 1.099
24 O 4.377 4.057 -1.277  C23 1.197
25 C -2.345 -0.672 0.900  C17 1.551, C26 1.385, N30 1.334
26 C -2.439 -0.409 2.257  C25 1.385, C27 1.390, H62 1.076
27 C -3.073 -1.343 3.068  C26 1.390, C28 1.375, H63 1.077
28 C -3.561 -2.475 2.460  C27 1.375, C29 1.381, H64 1.081
29 C -3.443 -2.659 1.096  C28 1.381, N30 1.333, H65 1.079
30 N -2.839 -1.764 0.313  C25 1.334, C29 1.333
31 P -3.027 0.638 -1.384  C17 1.935, C32 1.841, C33 1.844
32 C -2.244 1.336 -2.896  P31 1.841, H66 1.092, H67 1.082, H68 1.085
33 C -4.243 1.851 -0.712  P31 1.844, H69 1.092, H70 1.082, H71 1.082
34 H 2.007 -3.632 3.165  C1 1.060
35 H -0.025 -0.314 1.823  C3 1.090
36 H 1.439 0.421 3.350  C5 1.090
37 H 3.055 -0.254 2.971  C5 1.086
38 H 3.532 1.942 3.601  C6 1.084
39 H 2.183 2.627 2.619  C6 1.083
40 H 3.595 1.910 1.868  C6 1.089
41 H 0.904 -3.126 -0.343  C8 1.084
42 H -0.640 -2.788 0.372  C8 1.086
43 H -1.535 -2.237 -1.909  C9 1.083
44 H 0.090 -2.581 -2.567  C9 1.085
45 H -0.270 -4.854 -1.180  C10 1.089
46 H -0.718 -4.648 -2.863  C10 1.088
47 H 1.880 0.380 -1.039  C12 1.078
48 H 1.301 -0.799 -2.145  C12 1.088
49 H 3.027 -1.921 0.058  C13 1.082
50 H 5.001 -1.240 -0.857  C14 1.085
51 H 4.252 -0.532 -2.320  C14 1.081
52 H 4.069 0.215 -0.686  C14 1.088
53 H -2.245 1.977 1.192  C18 1.085
54 H -0.552 1.662 1.368  C18 1.096
55 H -1.896 3.168 -0.911  C19 1.084
56 H -0.903 3.744 0.377  C19 1.091
57 H 0.182 3.640 -1.829  C20 1.087
58 H 0.275 1.907 -1.735  C20 1.082
59 H 1.233 3.281 0.733  C21 1.080
60 H 2.172 2.216 -0.313  C21 1.084
61 H 2.993 3.469 -2.558  C23 1.099
62 H -2.042 0.476 2.723  C26 1.076
63 H -3.155 -1.197 4.131  C27 1.077
64 H -4.040 -3.240 3.055  C28 1.081
65 H -3.842 -3.546 0.628  C29 1.079
66 H -2.252 2.428 -2.912  C32 1.092
67 H -2.773 0.964 -3.764  C32 1.082
68 H -1.209 1.014 -2.960  C32 1.085
69 H -4.000 2.872 -1.017  C33 1.092
70 H -4.313 1.814 0.367  C33 1.082
71 H -5.196 1.619 -1.167  C33 1.082


Number 1: HOMO-LUMO gap 8.7 eV, HOMO -9.3 eV. Number 2: HOMO-LUMO gap 8.0 eV, HOMO -7.6 eV.